Below is one molecule with the formula C11H11N in a non-equilibrium geometry, with properties calculated with wB97M-V/def2-TZVPD.

As for the HOMO energy: -7.97 eV. The largest force on an atom is 4.6 eV/Å. The gap between HOMO and LUMO is 8.9 eV. Its charge is 0.

Each line ends with the Mulliken charge.
Geometry (Å):
1 C 1.881 -0.094 -2.527  -0.44
2 C 1.727 -1.424 -2.525  -0.36
3 C 1.193 0.738 -1.665  -0.54
4 C 0.798 -1.981 -1.659  -0.47
5 C 0.257 0.228 -0.802  0.40
6 C 0.111 -1.155 -0.785  0.02
7 C -0.961 0.896 2.543  -0.49
8 C -1.635 -0.192 2.125  -0.63
9 C -0.148 1.549 1.434  -0.68
10 C -0.770 0.834 0.134  -0.16
11 C -1.610 -0.355 0.651  0.18
12 N -0.886 -1.593 0.156  -0.46
13 H 2.591 0.447 -3.276  0.23
14 H 2.552 -2.094 -3.020  0.24
15 H 1.494 1.721 -1.494  0.44
16 H 0.511 -3.094 -1.589  0.25
17 H -0.641 1.178 3.592  0.32
18 H -2.138 -0.951 2.693  0.39
19 H -0.135 2.633 1.208  0.39
20 H 0.859 1.286 1.795  0.33
21 H -1.552 1.468 -0.248  0.47
22 H -2.620 -0.306 0.108  0.28
23 H -1.465 -2.289 -0.247  0.28

***

Below is a 2-piece molecular cluster, C11H11N overall in a non-equilibrium geometry, with properties calculated with wB97M-V/def2-TZVPD.

As for the HOMO energy: -9.00 eV. The largest force on an atom is 6.2 eV/Å. The gap between HOMO and LUMO is 9.4 eV. Its charge is 0.

Each line ends with the Mulliken charge.
Geometry (Å):
1 C -2.432 0.619 1.172  -0.53
2 C -1.661 -0.545 1.359  -0.39
3 C -1.215 -1.263 0.294  -0.38
4 C -1.398 -0.741 -1.025  -0.14
5 C -2.211 0.389 -1.272  -0.29
6 C -2.798 0.986 -0.218  -0.15
7 C 3.612 -0.394 0.123  -0.24
8 C 2.400 -1.063 -0.018  -0.73
9 C 1.211 -0.404 -0.473  0.07
10 C 1.168 0.900 -0.248  0.17
11 C 2.312 1.491 0.192  -0.48
12 H -3.164 1.085 1.941  0.29
13 H -1.535 -0.843 2.353  0.43
14 H -0.551 -2.124 0.568  0.41
15 H -0.818 -1.031 -1.963  0.35
16 H -2.798 0.492 -2.355  0.21
17 H -3.465 1.890 -0.415  0.29
18 H 4.619 -0.914 0.354  0.29
19 H 2.411 -2.120 0.034  0.40
20 H 0.370 -1.052 -0.787  0.54
21 H 0.144 1.202 0.052  0.05
22 H 2.235 2.533 0.244  0.40
23 N 3.565 0.907 0.089  -0.56

***

Below is one molecule with the formula C11H11N in a non-equilibrium geometry, with properties calculated with wB97M-V/def2-TZVPD.

As for the HOMO energy: -7.45 eV. The largest force on an atom is 6.2 eV/Å. The gap between HOMO and LUMO is 8.4 eV. Its charge is 0.

Each line ends with the Mulliken charge.
Geometry (Å):
1 C 1.713 2.839 -1.991  -0.99
2 C 0.342 1.083 -0.861  1.21
3 C 1.278 -0.005 -1.150  -0.69
4 C 1.094 -1.060 -0.396  -0.64
5 C 0.105 -1.280 0.605  0.48
6 C 0.007 -2.498 1.228  -0.42
7 C -1.162 -2.751 2.031  -0.79
8 C -2.079 -1.675 2.094  -0.05
9 C -1.957 -0.466 1.550  -0.95
10 C -0.863 -0.377 0.712  0.90
11 C -0.691 0.857 -0.034  -0.74
12 H 2.359 3.019 -1.096  0.30
13 H 1.426 3.674 -2.601  0.40
14 H 2.229 2.132 -2.644  0.29
15 H -0.258 2.972 -1.207  0.28
16 H 2.259 0.086 -1.751  0.11
17 H 1.643 -1.931 -0.634  0.32
18 H 0.745 -3.300 1.014  0.31
19 H -1.270 -3.752 2.383  0.40
20 H -3.160 -1.816 2.607  0.16
21 H -2.748 0.320 1.639  0.30
22 H -1.383 1.708 0.103  0.16
23 N 0.374 2.220 -1.598  -0.38

***

Below is one molecule with the formula C11H11N3O in a non-equilibrium geometry, with properties calculated with wB97M-V/def2-TZVPD.

As for the HOMO energy (spin up / spin down): -8.34 / -9.13 eV. The largest force on an atom is 5.6 eV/Å. The gap between HOMO and LUMO (spin up / spin down) is 7.0 / 7.4 eV. Its charge is 0.

Each line ends with the Mulliken charge.
Geometry (Å):
1 C -3.515 1.061 0.605  -0.54
2 C -3.411 -0.045 -0.249  -0.27
3 C -2.411 1.440 1.312  -0.81
4 C -2.278 -0.749 -0.474  -0.50
5 C -1.186 0.837 1.021  1.03
6 C -1.077 -0.229 0.088  0.41
7 C -0.043 1.378 1.807  -0.50
8 C 2.457 -1.541 -3.078  -0.27
9 C 1.795 -0.124 1.473  -0.69
10 C 2.351 -1.118 -0.770  -0.88
11 C 1.316 -0.328 -0.026  0.09
12 N 1.102 0.921 2.093  -0.55
13 N 0.042 -0.923 -0.168  -0.56
14 N 2.371 -0.640 -2.211  0.52
15 O 2.208 0.561 -2.566  -0.65
16 H -4.454 1.621 0.752  0.37
17 H -4.406 -0.348 -0.811  0.21
18 H -2.424 2.259 1.983  0.40
19 H -2.030 -1.596 -1.097  0.48
20 H -0.124 2.239 2.361  0.46
21 H 2.299 -1.241 -4.201  0.29
22 H 1.595 -1.143 2.058  0.26
23 H 2.798 0.071 1.430  0.50
24 H 3.482 -0.865 -0.409  0.25
25 H 2.078 -2.176 -0.585  0.39
26 H 1.463 0.679 -0.338  0.56

***

Below is one molecule with the formula C11H11NO3 in a non-equilibrium geometry, with properties calculated with wB97M-V/def2-TZVPD.

As for the HOMO energy (spin up / spin down): -8.91 / -8.91 eV. The largest force on an atom is 5.3 eV/Å. The gap between HOMO and LUMO (spin up / spin down) is 8.9 / 8.9 eV. Its charge is 0.

Each line ends with the Mulliken charge.
Geometry (Å):
1 C -0.400 2.886 -0.200  -0.86
2 C 0.666 2.807 0.570  -0.29
3 C -1.019 1.681 -0.847  -0.08
4 C 1.337 1.567 0.912  -0.32
5 C -1.195 -1.997 0.074  0.47
6 C 0.107 -2.479 -0.600  -1.00
7 C 1.541 -1.953 -0.242  -0.82
8 C 1.543 -0.859 0.802  -1.21
9 C -0.278 0.377 -0.535  0.32
10 C 0.887 0.383 0.510  0.33
11 C -1.400 -0.570 -0.132  -0.07
12 N -2.476 0.159 0.055  0.75
13 O -3.555 -0.267 0.452  -0.65
14 O -2.134 -2.692 0.413  -0.58
15 O -2.320 1.557 -0.283  -0.41
16 H -0.854 3.907 -0.309  0.32
17 H 1.147 3.685 1.160  0.22
18 H -1.281 1.951 -1.849  0.31
19 H 2.170 1.734 1.570  0.40
20 H 0.011 -3.504 -0.448  0.43
21 H -0.245 -2.294 -1.553  0.44
22 H 2.159 -2.660 0.153  0.54
23 H 1.920 -1.415 -1.056  0.31
24 H 1.119 -1.439 1.792  0.28
25 H 2.528 -0.704 1.155  0.55
26 H 0.022 0.142 -1.562  0.64

***

Below is one molecule with the formula C11H11NOS in a non-equilibrium geometry, with properties calculated with wB97M-V/def2-TZVPD.

As for the HOMO energy: -9.10 eV. The largest force on an atom is 5.4 eV/Å. The gap between HOMO and LUMO is 7.6 eV. Its charge is 0.

Each line ends with the Mulliken charge.
Geometry (Å):
1 C 3.766 1.209 0.306  0.19
2 C 1.351 -1.754 -0.250  -0.70
3 C 0.052 -2.201 -0.175  -0.79
4 C 1.547 -0.432 -0.104  0.96
5 C -1.038 -1.380 0.023  0.45
6 C 0.586 0.494 0.235  0.52
7 C -0.716 -0.019 0.334  0.86
8 C 3.335 0.005 -0.186  0.12
9 C -2.445 -1.822 0.164  -1.52
10 C 0.772 1.943 0.619  -1.86
11 C -2.303 1.343 -0.640  -0.88
12 N 4.066 2.276 0.649  -0.40
13 O -1.733 0.831 0.661  -0.61
14 S 4.326 -0.912 -1.005  -0.22
15 H 2.278 -2.353 -0.392  0.24
16 H -0.191 -3.187 -0.456  0.40
17 H -3.112 -0.935 0.036  0.33
18 H -2.637 -2.626 -0.466  0.41
19 H -2.742 -2.103 1.228  0.27
20 H -0.226 2.597 0.564  0.24
21 H 1.006 2.169 1.619  0.39
22 H 1.529 2.429 0.143  0.59
23 H -3.187 1.861 -0.376  0.34
24 H -2.730 0.588 -1.325  0.36
25 H -1.553 1.982 -1.206  0.31

***

Below is C11H12CdN2O4Se as an isolated structure in a non-equilibrium geometry, with properties calculated with wB97M-V/def2-TZVPD.

As for the HOMO energy: -14.54 eV. The largest force on an atom is 5.8 eV/Å. The gap between HOMO and LUMO is 7.2 eV. Its charge is +2.

Each line ends with the Mulliken charge.
Geometry (Å):
1 Cd -0.001 -0.007 -2.268  2.13
2 O -0.007 3.327 -1.687  -0.11
3 C -0.006 2.199 -1.819  -0.08
4 C 0.004 -2.209 -1.817  -0.10
5 O 0.005 -3.338 -1.686  -0.11
6 C 2.194 -0.002 -1.970  -0.03
7 O 3.339 0.002 -1.911  -0.12
8 C -2.195 -0.008 -1.966  0.05
9 O -3.341 -0.011 -1.912  -0.12
10 C -0.002 0.698 -4.274  -0.68
11 H -0.956 1.268 -4.311  0.41
12 H 0.950 1.271 -4.311  0.41
13 C 0.000 -0.709 -4.273  -0.68
14 H 0.954 -1.278 -4.311  0.41
15 H -0.952 -1.282 -4.310  0.41
16 C -2.461 -0.309 2.179  -0.85
17 N -1.098 -0.089 2.823  0.13
18 C -0.683 0.008 4.140  -0.45
19 C 0.655 0.152 4.135  -0.50
20 N 1.084 0.143 2.817  0.16
21 C 2.487 0.246 2.243  -0.51
22 C -0.007 -0.006 2.062  -0.05
23 Se -0.013 -0.004 0.261  -0.49
24 H -2.715 0.476 1.473  0.33
25 H -3.174 -0.309 2.975  0.32
26 H -2.516 -1.257 1.651  0.37
27 H -1.429 -0.043 4.871  0.50
28 H 1.378 0.257 4.875  0.56
29 H 2.924 1.183 2.553  0.36
30 H 3.074 -0.580 2.614  0.36
31 H 2.505 0.209 1.153  -0.03

***

Below is a 2-piece molecular cluster, C11H12Cl4N2O2 overall in a non-equilibrium geometry, with properties calculated with wB97M-V/def2-TZVPD.

As for the HOMO energy: -7.82 eV. The largest force on an atom is 2.8 eV/Å. The gap between HOMO and LUMO is 5.3 eV. Its charge is 0.

Each line ends with the Mulliken charge.
Geometry (Å):
1 Cl -2.854 0.636 4.240  -0.14
2 C -2.370 1.215 2.705  0.07
3 C -1.072 1.018 2.268  0.19
4 Cl 0.038 0.054 3.144  -0.12
5 C -0.516 1.775 1.158  0.46
6 O 0.656 2.169 1.097  -0.51
7 C -1.560 2.151 0.106  0.43
8 O -1.260 2.258 -1.087  -0.57
9 C -2.909 2.383 0.623  0.02
10 Cl -3.997 3.145 -0.441  -0.13
11 C -3.296 1.945 1.882  0.43
12 Cl -4.891 2.194 2.437  -0.14
13 N 1.224 -2.356 1.309  -0.48
14 C 1.271 -2.618 -0.104  -0.89
15 C 0.700 -1.459 -0.923  0.05
16 C 1.219 -1.421 -2.380  -0.72
17 C 1.586 0.054 -2.655  -0.57
18 C 1.677 0.709 -1.257  -0.58
19 N 0.973 -0.176 -0.383  -0.04
20 H 0.321 -2.010 1.622  0.11
21 H 1.470 -3.176 1.852  0.22
22 H 2.331 -2.728 -0.370  0.45
23 H 0.734 -3.535 -0.396  0.30
24 H -0.397 -1.587 -0.920  0.17
25 H 2.125 -2.038 -2.477  0.30
26 H 0.459 -1.791 -3.074  0.31
27 H 2.535 0.159 -3.193  0.30
28 H 0.790 0.554 -3.219  0.27
29 H 2.741 0.818 -0.970  0.32
30 H 1.216 1.701 -1.211  0.28
31 H 1.060 -0.043 0.615  0.21

***

Below is a 2-piece molecular cluster, C11H12ClFN2 overall in a non-equilibrium geometry, with properties calculated with wB97M-V/def2-TZVPD.

As for the HOMO energy: -8.36 eV. The largest force on an atom is 6.0 eV/Å. The gap between HOMO and LUMO is 8.8 eV. Its charge is 0.

Each line ends with the Mulliken charge.
Geometry (Å):
1 C -1.746 -1.352 -1.180  -0.06
2 C 0.478 3.523 0.668  -0.70
3 C 0.316 2.617 1.790  -0.67
4 C -0.155 3.155 -0.510  -0.56
5 C -0.669 0.973 0.318  0.32
6 C -0.178 1.291 1.544  0.26
7 C -0.727 1.878 -0.674  0.20
8 C -1.249 -1.837 1.028  -1.64
9 C 0.896 -1.223 -1.912  -1.25
10 C 1.581 -1.853 0.399  -0.82
11 C -0.713 -1.115 -0.185  0.80
12 N -2.539 -1.619 -1.960  -0.54
13 N 0.561 -1.397 -0.540  0.41
14 F -0.154 0.486 2.574  -0.29
15 Cl -1.219 1.339 -2.283  -0.20
16 H 1.032 4.363 0.710  0.51
17 H 0.693 2.951 2.657  0.53
18 H -0.173 3.806 -1.300  0.50
19 H -0.713 -1.808 1.966  0.36
20 H -1.277 -3.042 0.854  0.37
21 H -2.311 -1.587 1.054  0.44
22 H 0.939 -2.164 -2.331  0.50
23 H 0.143 -0.799 -2.526  0.40
24 H 1.842 -0.717 -2.100  0.32
25 H 1.532 -2.993 0.455  0.23
26 H 2.566 -1.557 0.134  0.33
27 H 1.243 -1.320 1.348  0.27

***

Below is an isolated ion of composition C11H12ClN2S and charge +1 in a non-equilibrium geometry, with properties calculated with wB97M-V/def2-TZVPD.

As for the HOMO energy: -12.40 eV. The largest force on an atom is 4.2 eV/Å. The gap between HOMO and LUMO is 6.9 eV. Its charge is +1.

Each line ends with the Mulliken charge.
Geometry (Å):
1 C -0.687 2.335 -0.460  -1.11
2 C -1.367 1.945 -1.533  -0.52
3 C -0.264 1.140 0.252  0.06
4 C -0.648 -0.031 -0.361  0.91
5 C -1.225 -2.562 -0.477  -0.42
6 C -0.384 -2.152 -2.477  0.20
7 C -0.611 -1.341 0.195  -0.44
8 C 0.311 -2.404 -0.390  -0.29
9 C 0.601 1.316 1.312  1.49
10 C 1.235 0.091 1.824  -1.33
11 C 0.888 2.569 1.944  -1.48
12 N -1.491 -2.391 -1.906  -0.58
13 N 0.715 -2.238 -1.687  -0.19
14 S -1.715 0.273 -1.629  0.04
15 Cl -0.182 -1.741 -4.103  -0.10
16 H -0.439 3.454 -0.324  0.19
17 H -1.660 2.694 -2.249  0.47
18 H -1.819 -3.407 -0.137  0.46
19 H -0.657 -1.312 1.300  0.71
20 H 0.987 -2.960 0.365  0.35
21 H 1.985 0.418 2.603  0.41
22 H 1.739 -0.314 0.979  0.41
23 H 0.521 -0.570 2.306  0.33
24 H 1.884 2.893 1.925  0.41
25 H 0.638 2.501 3.049  0.40
26 H 0.181 3.384 1.584  0.32
27 H 1.464 -1.591 -1.904  0.30

***

Below is C11H12F5N2OS4V as an isolated structure in a non-equilibrium geometry, with properties calculated with wB97M-V/def2-TZVPD.

As for the HOMO energy (spin up / spin down): -7.58 / -7.60 eV. As for the spin multiplicity: 3. The largest force on an atom is 2.8 eV/Å. The gap between HOMO and LUMO (spin up / spin down) is 7.0 / 7.7 eV. Its expectation value of S² is 2.0291. Its charge is 0.

Each line ends with the Mulliken charge.
Geometry (Å):
1 V -0.079 -0.051 0.333  0.43
2 O 5.137 1.114 -3.632  -0.54
3 C 4.211 0.886 -2.917  0.57
4 S 2.643 0.288 -3.491  -0.15
5 C 1.807 0.416 -1.955  0.33
6 C 2.544 0.782 -0.875  0.26
7 S 1.843 1.064 0.669  -0.52
8 S 4.248 1.099 -1.155  -0.15
9 S 0.103 0.169 -1.885  -0.49
10 C -1.418 1.484 2.103  -0.43
11 C -2.515 2.516 2.491  -0.84
12 N -3.177 2.992 1.295  -0.13
13 C -2.213 3.628 0.421  -0.84
14 C -1.126 2.600 0.005  -0.63
15 N -1.412 1.311 0.647  0.12
16 C -2.726 0.844 0.190  -0.43
17 C -3.805 1.883 0.608  -0.82
18 H -1.612 0.510 2.572  0.45
19 H -0.423 1.836 2.406  0.50
20 H -2.082 3.372 3.012  0.30
21 H -3.266 2.070 3.145  0.30
22 H -1.772 4.475 0.948  0.31
23 H -2.741 4.016 -0.452  0.30
24 H -0.127 2.925 0.316  0.41
25 H -1.118 2.443 -1.079  0.46
26 H -2.936 -0.133 0.638  0.41
27 H -2.681 0.730 -0.900  0.46
28 H -4.541 1.438 1.281  0.32
29 H -4.337 2.270 -0.262  0.29
30 F -1.061 -2.714 -0.347  -0.31
31 C -0.638 -1.875 0.640  0.41
32 F -1.604 -1.940 1.642  -0.29
33 C 0.674 -2.357 1.203  0.63
34 F 0.811 -3.632 1.546  -0.25
35 F 1.643 -2.073 0.294  -0.20
36 F 0.967 -1.608 2.299  -0.23

***

Below is C11H12F9N4O9S3Zn2 as an isolated structure in a non-equilibrium geometry, with properties calculated with wB97M-V/def2-TZVPD.

As for the HOMO energy (spin up / spin down): -15.02 / -15.02 eV. As for the spin multiplicity: 2. The largest force on an atom is 4.1 eV/Å. The gap between HOMO and LUMO (spin up / spin down) is 6.5 / 3.5 eV. Its expectation value of S² is 0.7652. Its charge is +2.

Each line ends with the Mulliken charge.
Geometry (Å):
1 Zn -0.805 3.089 2.123  0.96
2 Zn -0.558 -2.097 1.235  1.03
3 C 3.394 -3.724 1.885  0.70
4 F 2.908 -3.725 3.143  -0.17
5 F 3.695 -2.419 1.584  -0.20
6 F 4.526 -4.485 1.812  -0.16
7 S 1.987 -4.297 0.702  1.02
8 O 1.461 -5.516 1.384  -0.31
9 O 1.028 -3.176 0.641  -0.37
10 O 2.580 -4.667 -0.587  -0.35
11 C 1.382 1.123 -1.392  0.53
12 F 2.103 0.193 -1.952  -0.16
13 F 1.775 2.376 -1.551  -0.21
14 F 0.155 1.092 -1.884  -0.21
15 S 1.177 0.868 0.577  0.68
16 O 0.395 -0.350 0.742  -0.02
17 O 2.537 0.900 1.162  -0.50
18 O 0.375 2.013 1.056  -0.39
19 C -3.974 -0.025 3.500  0.45
20 F -4.923 -0.858 2.965  -0.17
21 F -4.532 1.089 3.832  -0.14
22 F -3.357 -0.627 4.533  -0.17
23 S -2.726 0.320 2.056  0.93
24 O -1.918 -0.906 2.037  -0.52
25 O -3.539 0.385 0.815  -0.68
26 O -2.005 1.590 2.399  -0.35
27 C 4.806 -0.138 3.034  -0.37
28 C 5.043 0.354 4.377  0.18
29 N 5.213 0.819 5.431  -0.37
30 H 5.584 -0.891 2.912  0.30
31 H 5.083 0.630 2.312  0.28
32 H 3.782 -0.473 2.873  0.01
33 C 0.760 1.664 -5.132  -0.56
34 C -0.701 1.747 -5.144  0.37
35 N -1.824 1.843 -5.137  -0.43
36 H 1.020 2.100 -4.168  0.02
37 H 1.185 2.147 -6.012  0.36
38 H 1.049 0.615 -5.087  0.27
39 C -2.772 -1.274 -2.971  -0.73
40 C -2.013 -1.722 -1.799  0.45
41 N -1.472 -1.990 -0.822  -0.23
42 H -3.259 -2.163 -3.373  0.37
43 H -2.103 -0.758 -3.660  0.22
44 H -3.458 -0.536 -2.555  0.23
45 C -3.504 3.301 -1.697  -0.73
46 C -2.535 3.411 -0.612  0.55
47 N -1.739 3.494 0.251  -0.23
48 H -3.904 2.291 -1.611  0.16
49 H -2.980 3.453 -2.640  0.30
50 H -4.401 3.910 -1.585  0.37